DFT (ωB97M-V with the def2-TZVPD basis set) results for a molecular structure, C60H50Cl2NOP3SiV in a non-equilibrium geometry.

```
119
Properties=species:S:1:pos:R:3:lowdin_charge:R:1
V -1.17 -0.58 -0.16 -0.048
C 2.68 -4.02 4.09 -0.086
C 1.40 -4.54 4.10 -0.081
C 0.38 -3.94 3.36 -0.074
C 0.66 -2.80 2.61 -0.294
C 1.96 -2.31 2.57 -0.076
C 2.96 -2.90 3.32 -0.068
P -0.65 -1.80 1.78 0.985
C -2.06 -2.94 1.97 -0.381
C -3.17 -2.83 2.79 -0.104
C -4.19 -3.77 2.73 -0.091
C -4.12 -4.82 1.83 -0.087
C -3.03 -4.92 0.97 -0.067
C -2.01 -3.99 1.05 -0.113
C -0.69 -0.42 2.99 -0.338
C -1.20 -0.49 4.29 -0.080
C -1.16 0.62 5.11 -0.077
C -0.58 1.80 4.66 -0.076
C -0.03 1.86 3.39 -0.127
C -0.08 0.77 2.53 -0.301
Si 0.68 0.73 0.76 0.628
C 0.56 2.53 0.12 -0.288
C 1.51 3.51 0.42 -0.102
C 1.39 4.81 -0.06 -0.079
C 0.33 5.13 -0.89 -0.077
C -0.61 4.16 -1.23 -0.069
C -0.51 2.88 -0.71 -0.349
P -1.75 1.56 -1.00 1.044
C -3.01 2.06 0.27 -0.324
C -4.36 1.75 0.07 -0.130
C -5.32 2.03 1.03 -0.082
C -4.94 2.62 2.22 -0.084
C -3.61 2.92 2.45 -0.068
C -2.65 2.65 1.48 -0.069
C -2.75 2.05 -2.47 -0.316
C -2.83 1.22 -3.58 -0.090
C -3.58 1.59 -4.69 -0.070
C -4.25 2.80 -4.70 -0.084
C -4.20 3.63 -3.59 -0.074
C -3.47 3.25 -2.47 -0.111
C 2.59 0.69 1.21 -0.294
C 3.05 1.04 2.48 -0.108
C 4.39 1.02 2.81 -0.079
C 5.33 0.64 1.87 -0.081
C 4.92 0.28 0.60 -0.099
C 3.57 0.30 0.26 -0.396
P 3.06 -0.10 -1.44 1.103
C 3.72 -1.79 -1.68 -0.377
C 3.64 -2.31 -2.98 -0.134
C 4.08 -3.59 -3.25 -0.084
C 4.58 -4.38 -2.23 -0.092
C 4.63 -3.89 -0.94 -0.079
C 4.20 -2.60 -0.66 -0.079
C 4.35 0.91 -2.30 -0.360
C 4.26 2.29 -2.11 -0.106
C 5.10 3.15 -2.79 -0.085
C 6.03 2.65 -3.69 -0.098
C 6.14 1.28 -3.88 -0.087
C 5.30 0.41 -3.19 -0.086
H 3.45 -4.47 4.70 0.101
H 1.18 -5.43 4.68 0.102
H -0.61 -4.36 3.38 0.100
H 2.18 -1.45 1.96 0.065
H 3.96 -2.49 3.30 0.105
H -3.26 -2.01 3.49 0.093
H -5.05 -3.67 3.38 0.104
H -4.91 -5.56 1.79 0.102
H -2.99 -5.72 0.24 0.108
H -1.16 -4.07 0.37 0.092
H -1.62 -1.42 4.67 0.098
H -1.57 0.56 6.11 0.102
H -0.55 2.66 5.32 0.105
H 0.45 2.78 3.06 0.106
H 2.36 3.25 1.04 0.096
H 2.11 5.56 0.22 0.102
H 0.22 6.13 -1.27 0.102
H -1.41 4.42 -1.91 0.088
H -4.66 1.30 -0.87 0.110
H -6.35 1.78 0.84 0.105
H -5.68 2.86 2.97 0.101
H -3.31 3.38 3.38 0.104
H -1.62 2.91 1.67 0.087
H -2.30 0.28 -3.58 0.093
H -3.63 0.93 -5.54 0.106
H -4.81 3.10 -5.57 0.102
H -4.73 4.57 -3.59 0.104
H -3.48 3.87 -1.59 0.110
H 2.33 1.33 3.24 0.088
H 4.71 1.31 3.81 0.103
H 6.38 0.62 2.14 0.102
H 5.66 -0.01 -0.14 0.113
H 3.22 -1.70 -3.77 0.107
H 4.02 -3.98 -4.26 0.102
H 4.92 -5.39 -2.44 0.099
H 5.01 -4.52 -0.14 0.102
H 4.23 -2.23 0.36 0.087
H 3.52 2.68 -1.41 0.090
H 5.02 4.22 -2.63 0.101
H 6.67 3.33 -4.24 0.098
H 6.87 0.88 -4.57 0.101
H 5.40 -0.65 -3.34 0.089
Cl -0.05 -2.01 -1.50 0.107
C 0.62 1.60 -3.66 -0.118
O -0.20 0.89 -2.75 -0.305
H 1.14 0.92 -4.34 0.087
H 1.36 2.20 -3.13 0.068
H -0.03 2.26 -4.24 0.085
H 0.27 0.11 -2.40 -0.050
Cl -4.92 -2.88 -3.65 0.696
C -4.55 -2.21 -2.10 -0.639
C -5.53 -2.14 -1.11 -0.065
C -5.16 -1.59 0.11 -0.040
C -3.88 -1.11 0.27 -0.157
N -2.94 -1.18 -0.68 -0.101
C -3.27 -1.75 -1.85 -0.167
H -6.53 -2.51 -1.30 0.112
H -5.87 -1.52 0.92 0.120
H -3.59 -0.64 1.21 0.119
H -2.49 -1.85 -2.58 0.075
```

- Relative energy (zero: lowest compared OMol25 entry of this formula, charge and spin): 248.4 kJ/mol
- Spin multiplicity: 4
- HOMO-LUMO gap (alpha / beta): 6.7464 / 6.7224 eV
- Total energy: -153047.5589 eV
- HOMO (alpha / beta): -6.561 / -6.913 eV

DFT (ωB97M-V with the def2-TZVPD basis set) results for a molecular structure, C60H51BrF4N5NiO5P in a non-equilibrium geometry.

```
128
Properties=species:S:1:pos:R:3:lowdin_charge:R:1
Ni -0.43 -1.51 0.56 0.456
F -3.56 6.59 0.84 0.137
C -2.55 5.77 0.57 -0.134
C -1.27 6.27 0.46 -0.134
F -1.04 7.57 0.62 0.131
C -0.23 5.40 0.18 -0.220
F 0.99 5.94 0.07 0.113
C -0.43 4.04 0.01 -0.333
P 0.97 2.88 -0.31 1.127
C 1.58 3.44 -1.95 -0.358
C 2.76 2.90 -2.44 -0.123
C 3.17 3.16 -3.74 -0.084
C 2.39 3.94 -4.58 -0.087
C 1.19 4.46 -4.11 -0.078
C 0.79 4.21 -2.81 -0.078
C 2.18 3.52 0.91 -0.373
C 3.43 4.06 0.60 -0.091
C 4.30 4.43 1.62 -0.081
C 3.94 4.27 2.95 -0.088
C 2.70 3.74 3.26 -0.077
C 1.83 3.36 2.25 -0.103
C -1.73 3.56 0.11 -0.571
Br -2.15 1.74 -0.14 0.925
C -2.78 4.42 0.39 -0.262
F -4.04 3.99 0.49 0.082
H 3.37 2.26 -1.81 0.100
H 4.09 2.73 -4.11 0.102
H 2.70 4.13 -5.60 0.102
H 0.57 5.06 -4.76 0.105
H -0.15 4.62 -2.46 0.102
H 3.71 4.23 -0.43 0.095
H 5.27 4.85 1.36 0.102
H 4.63 4.56 3.73 0.101
H 2.41 3.61 4.30 0.105
H 0.87 2.91 2.51 0.108
C 6.92 1.28 -0.77 -0.068
O 5.72 0.82 -0.17 -0.095
C 5.85 0.01 0.93 -0.218
C 7.06 -0.36 1.49 -0.022
C 7.08 -1.22 2.59 -0.092
C 5.90 -1.72 3.09 -0.091
C 4.68 -1.35 2.52 -0.020
C 4.63 -0.47 1.45 -0.154
N 3.47 -0.04 0.81 0.164
C 2.18 -0.43 1.12 -0.340
N 1.86 -0.39 2.43 0.164
C 0.54 -0.36 2.93 -0.160
C -0.58 -0.54 2.13 -0.116
C -1.82 -0.31 2.73 -0.118
C -1.94 0.06 4.06 -0.074
C -0.81 0.18 4.86 -0.025
C 0.43 -0.04 4.29 -0.251
O 1.61 0.12 4.99 -0.129
C 1.78 -0.79 6.07 -0.068
N 1.29 -0.69 0.22 0.092
C 1.65 -0.69 -1.16 -0.210
C 0.86 0.02 -2.04 -0.058
C 1.12 0.05 -3.41 -0.081
C 2.20 -0.67 -3.90 -0.080
C 2.99 -1.42 -3.04 -0.014
C 2.71 -1.46 -1.68 -0.236
O 3.40 -2.23 -0.79 -0.111
C 4.34 -3.16 -1.30 -0.063
H 6.62 1.89 -1.62 0.090
H 7.53 0.45 -1.12 0.097
H 7.49 1.89 -0.07 0.097
H 7.98 0.01 1.08 0.102
H 8.03 -1.50 3.03 0.102
H 5.90 -2.40 3.93 0.102
H 3.76 -1.78 2.90 0.107
H 3.60 0.21 -0.16 0.123
H 2.55 -0.02 3.06 0.135
H -2.72 -0.42 2.13 0.082
H -2.92 0.23 4.49 0.102
H -0.88 0.45 5.90 0.113
H 0.99 -0.66 6.82 0.082
H 2.74 -0.57 6.52 0.089
H 1.76 -1.82 5.72 0.097
H 0.02 0.56 -1.63 0.043
H 0.49 0.62 -4.07 0.110
H 2.44 -0.64 -4.96 0.104
H 3.81 -2.00 -3.44 0.101
H 4.71 -3.72 -0.45 0.096
H 5.18 -2.65 -1.78 0.094
H 3.87 -3.84 -2.02 0.098
C -7.87 1.49 -3.29 -0.052
C -7.38 0.09 -3.05 -0.237
C -7.77 -0.94 -3.90 -0.062
C -7.33 -2.24 -3.68 -0.084
C -6.49 -2.51 -2.62 -0.040
C -6.10 -1.50 -1.75 -0.196
N -5.20 -1.76 -0.70 0.095
C -5.16 -2.92 0.04 -0.185
C -6.32 -3.70 0.19 -0.037
C -6.30 -4.87 0.92 -0.088
C -5.13 -5.31 1.54 -0.098
C -4.00 -4.53 1.43 -0.030
C -3.99 -3.34 0.70 -0.059
C -2.69 -2.59 0.67 -0.595
O -1.73 -3.01 1.36 -0.016
O -2.54 -1.56 -0.06 -0.091
C -6.56 -0.19 -1.94 -0.159
C -6.22 0.92 -0.98 -0.035
H -8.44 1.55 -4.21 0.073
H -7.04 2.19 -3.35 0.081
H -8.51 1.84 -2.47 0.082
H -8.41 -0.71 -4.75 0.104
H -7.63 -3.03 -4.36 0.100
H -6.12 -3.52 -2.47 0.114
H -4.32 -1.25 -0.70 0.111
H -7.24 -3.37 -0.27 0.110
H -7.21 -5.45 1.02 0.101
H -5.12 -6.23 2.11 0.094
H -3.08 -4.82 1.93 0.113
H -5.67 0.55 -0.12 0.069
H -7.13 1.40 -0.62 0.083
H -5.61 1.69 -1.46 0.077
C 0.28 -5.90 -0.91 -0.057
C 1.12 -5.28 0.00 -0.043
C 1.05 -3.91 0.14 -0.110
N 0.23 -3.15 -0.58 0.032
C -0.58 -3.75 -1.46 -0.096
C -0.59 -5.12 -1.66 -0.040
H 0.28 -6.97 -1.03 0.109
H 1.80 -5.85 0.61 0.107
H 1.68 -3.39 0.85 0.115
H -1.24 -3.09 -2.01 0.125
H -1.27 -5.55 -2.38 0.109
```

- HOMO-LUMO gap: 7.3519 eV
- Total energy: -211980.7483 eV
- HOMO: -7.035 eV

DFT (ωB97M-V with the def2-TZVPD basis set) results for a molecular structure, C60H51N8O7PbS.

```
128
Properties=species:S:1:pos:R:3:lowdin_charge:R:1
Pb 0.67 0.08 -0.67 1.485
C -5.63 -5.27 -6.45 -0.097
O -4.23 -5.14 -6.46 -0.089
C -3.68 -4.26 -5.57 -0.289
C -2.33 -3.98 -5.72 0.001
C -1.70 -3.08 -4.88 -0.036
C -2.40 -2.44 -3.86 -0.250
C -3.74 -2.76 -3.70 -0.047
C -4.39 -3.65 -4.54 -0.008
C -1.76 -1.45 -2.89 -0.422
C -1.64 -2.12 -1.54 -0.290
C -2.02 -3.44 -1.22 -0.026
C -1.94 -3.56 0.15 -0.041
C -1.49 -2.31 0.65 -0.246
N -1.26 -1.47 -0.43 -0.008
C -1.30 -1.90 2.01 0.009
C -0.31 -0.99 2.44 -0.261
C 0.34 -1.05 3.72 -0.047
C 1.35 -0.13 3.70 -0.007
C 1.27 0.53 2.43 -0.240
C 2.12 1.67 2.07 -0.063
C 3.38 1.76 2.87 -0.202
C 4.28 0.71 2.77 0.002
C 5.50 0.72 3.44 -0.003
C 5.83 1.81 4.23 -0.289
O 7.00 1.93 4.93 -0.093
C 7.95 0.89 4.76 -0.099
C 4.93 2.86 4.37 -0.010
C 3.72 2.83 3.70 -0.041
C 1.89 2.59 1.07 -0.248
N 0.92 2.49 0.08 -0.001
C 1.01 3.59 -0.69 -0.235
C 0.36 3.84 -1.91 -0.103
C 0.49 5.20 -2.52 -0.234
C 1.41 5.49 -3.53 -0.029
C 1.48 6.75 -4.11 -0.006
C 0.62 7.76 -3.69 -0.293
O 0.76 8.96 -4.32 -0.092
C -0.15 9.98 -3.96 -0.102
C -0.29 7.50 -2.68 -0.023
C -0.35 6.23 -2.11 -0.019
C -0.35 2.85 -2.65 -0.233
C -0.84 3.00 -4.05 0.020
C -1.32 1.83 -4.44 -0.035
C -1.19 0.87 -3.29 -0.591
N -0.58 1.63 -2.24 -0.068
C 2.04 4.49 -0.14 0.007
C 2.61 3.85 0.89 0.004
N 0.30 -0.01 1.69 0.011
C -2.22 -2.40 3.09 -0.131
C -2.42 -1.62 4.24 -0.028
C -3.29 -1.99 5.26 -0.013
C -4.04 -3.15 5.14 -0.292
O -4.92 -3.60 6.07 -0.081
C -5.12 -2.78 7.21 -0.092
C -3.91 -3.91 3.98 0.001
C -3.05 -3.53 2.98 -0.008
H -5.90 -5.84 -7.34 0.087
H -6.13 -4.30 -6.49 0.092
H -5.98 -5.82 -5.57 0.092
H -1.78 -4.48 -6.51 0.117
H -0.65 -2.87 -5.02 0.084
H -4.31 -2.31 -2.89 0.123
H -5.44 -3.88 -4.37 0.103
H -2.31 -4.21 -1.93 0.103
H -2.05 -4.48 0.69 0.088
H 0.13 -1.76 4.51 0.104
H 2.06 0.08 4.48 0.109
H 4.04 -0.14 2.14 0.115
H 6.17 -0.12 3.32 0.100
H 8.82 1.17 5.34 0.086
H 8.24 0.78 3.71 0.093
H 7.56 -0.06 5.12 0.093
H 5.20 3.70 5.01 0.113
H 3.02 3.65 3.83 0.117
H 2.08 4.71 -3.86 0.124
H 2.20 6.97 -4.89 0.115
H 0.08 10.83 -4.59 0.087
H -0.04 10.27 -2.91 0.091
H -1.18 9.67 -4.13 0.092
H -0.97 8.27 -2.32 0.096
H -1.07 6.04 -1.32 0.119
H -0.78 3.92 -4.62 0.106
H -1.76 1.55 -5.39 0.105
H 2.30 5.45 -0.55 0.106
H 3.45 4.18 1.48 0.100
H -1.91 -0.68 4.34 0.110
H -3.39 -1.34 6.12 0.101
H -5.89 -3.27 7.80 0.088
H -5.45 -1.78 6.93 0.093
H -4.20 -2.70 7.81 0.094
H -4.53 -4.79 3.87 0.118
H -3.04 -4.13 2.09 0.075
C 2.00 -4.89 4.06 -0.093
O 3.33 -4.72 3.59 -0.091
C 3.48 -3.92 2.50 -0.298
C 4.81 -3.56 2.19 -0.048
C 5.03 -2.73 1.13 -0.076
C 4.00 -2.19 0.34 -0.125
C 4.31 -1.19 -0.68 -0.417
C 5.60 -1.31 -1.48 -0.016
O 3.57 -0.26 -0.97 -0.043
C 2.63 -2.60 0.60 -0.371
O 1.61 -2.25 -0.07 -0.181
C 2.44 -3.47 1.73 0.043
H 2.08 -5.39 5.02 0.085
H 1.41 -5.51 3.38 0.092
H 1.50 -3.93 4.18 0.078
H 5.62 -3.94 2.81 0.099
H 6.05 -2.42 0.93 0.099
H 6.28 -2.08 -1.11 0.056
H 6.10 -0.34 -1.52 0.079
H 5.31 -1.57 -2.50 0.085
H 1.41 -3.74 1.93 0.104
C -5.56 0.82 -0.97 -0.019
C -4.54 0.52 -2.01 -0.389
N -4.80 0.31 -3.24 0.086
N -3.53 0.19 -3.87 0.026
C -2.46 0.02 -2.90 -0.318
S -0.20 -0.70 -3.58 0.970
N -3.20 0.43 -1.70 -0.043
N -2.66 0.91 -0.53 0.081
H -6.55 0.74 -1.41 0.075
H -5.42 1.83 -0.58 0.075
H -5.47 0.13 -0.14 0.078
H -3.57 -0.52 -4.59 0.108
H -2.77 1.91 -0.40 0.102
H -2.87 0.35 0.28 0.088
```

- Relative energy (zero: lowest compared OMol25 entry of this formula, charge and spin): 260.4 kJ/mol
- Net charge: -1
- HOMO-LUMO gap (alpha / beta): 4.8184 / 4.8163 eV
- Total energy: -105382.0793 eV
- HOMO (alpha / beta): -3.721 / -3.720 eV

DFT (ωB97M-V with the def2-TZVPD basis set) results for 8 unconnected molecules or ions with the total composition C60H55N3O4.

```
122
Properties=species:S:1:pos:R:3:lowdin_charge:R:1
H 6.19 0.92 1.50 0.052
N 6.24 -0.02 1.10 0.150
C 6.27 0.04 -0.17 -0.433
C 6.33 -1.23 -0.96 -0.036
C 6.17 1.33 -0.96 -0.086
C 4.89 1.21 -1.77 -0.242
C 4.89 0.92 -3.13 0.053
C 3.69 0.74 -3.81 -0.226
O 3.73 0.40 -5.13 0.066
C 2.49 0.82 -3.10 -0.009
C 2.50 1.13 -1.74 -0.062
C 3.69 1.34 -1.07 0.030
C 1.23 1.22 -0.96 -0.282
O 1.14 1.86 0.06 0.125
C 0.09 0.43 -1.51 -0.088
C -0.95 0.02 -0.69 0.080
C -1.98 -0.70 -1.25 -0.156
O -3.06 -1.18 -0.49 0.093
C -2.72 -1.76 0.62 -0.306
N -2.50 -2.40 1.56 0.207
C -2.01 -1.03 -2.61 -0.221
N -3.11 -1.75 -3.12 0.129
C -0.97 -0.59 -3.42 0.070
C 0.08 0.14 -2.87 -0.069
C 1.18 0.60 -3.77 -0.258
O 0.99 0.80 -4.95 0.110
H 5.48 -1.31 -1.63 0.077
H 6.31 -2.08 -0.29 0.071
H 7.23 -1.24 -1.59 0.089
H 6.11 2.20 -0.30 0.112
H 7.03 1.43 -1.63 0.124
H 5.83 0.83 -3.65 0.137
H 3.39 1.12 -5.66 0.119
H 3.69 1.57 -0.01 0.140
H -0.93 0.25 0.37 0.147
H -3.30 -2.58 -2.56 0.093
H -2.89 -2.06 -4.06 0.097
H -0.96 -0.82 -4.48 0.133
C -0.71 -7.76 -1.37 -0.097
C -1.23 -7.65 -0.09 -0.090
C -1.84 -6.47 0.32 -0.074
C -1.91 -5.39 -0.56 -0.108
C -1.39 -5.50 -1.84 -0.128
C -0.79 -6.69 -2.24 -0.092
H -0.25 -8.68 -1.68 0.102
H -1.17 -8.49 0.60 0.103
H -2.24 -6.38 1.32 0.101
H -2.38 -4.47 -0.23 0.079
H -1.44 -4.66 -2.52 0.095
H -0.37 -6.77 -3.24 0.103
C -4.13 -4.65 3.46 -0.104
C -3.42 -5.18 4.53 -0.090
C -3.99 -6.17 5.33 -0.093
C -5.27 -6.62 5.06 -0.101
C -5.99 -6.09 4.00 -0.123
C -5.42 -5.10 3.20 -0.109
H -3.68 -3.89 2.84 0.050
H -2.42 -4.83 4.74 0.103
H -3.43 -6.58 6.16 0.100
H -5.72 -7.39 5.68 0.101
H -7.00 -6.43 3.80 0.102
H -5.98 -4.69 2.38 0.104
C -0.22 5.19 -7.89 -0.099
C 0.27 4.08 -7.22 -0.093
C -0.02 3.89 -5.88 -0.089
C -0.81 4.82 -5.21 -0.093
C -1.30 5.93 -5.88 -0.098
C -1.01 6.12 -7.22 -0.100
H 0.00 5.34 -8.94 0.099
H 0.89 3.36 -7.75 0.100
H 0.36 3.03 -5.36 0.073
H -1.04 4.67 -4.16 0.099
H -1.92 6.65 -5.35 0.099
H -1.39 6.98 -7.74 0.099
C -8.18 -4.22 6.15 -0.090
C -7.22 -3.31 5.73 -0.081
C -7.39 -1.96 6.01 -0.091
C -8.52 -1.52 6.69 -0.101
C -9.48 -2.44 7.09 -0.103
C -9.31 -3.79 6.82 -0.098
H -8.04 -5.28 5.94 0.089
H -6.34 -3.64 5.20 0.080
H -6.64 -1.24 5.69 0.100
H -8.65 -0.47 6.90 0.098
H -10.36 -2.10 7.62 0.098
H -10.06 -4.50 7.14 0.098
C 1.33 -4.36 -0.26 -0.075
C 1.86 -3.08 -0.16 -0.080
C 3.13 -2.89 0.39 -0.096
C 3.86 -3.99 0.83 -0.097
C 3.33 -5.26 0.73 -0.092
C 2.07 -5.45 0.18 -0.079
H 0.35 -4.51 -0.69 0.062
H 1.29 -2.23 -0.50 0.087
H 3.54 -1.90 0.47 0.091
H 4.85 -3.84 1.26 0.099
H 3.90 -6.12 1.08 0.100
H 1.65 -6.45 0.10 0.094
C 4.90 4.65 -1.50 -0.094
C 6.05 5.38 -1.79 -0.090
C 6.23 6.64 -1.24 -0.095
C 5.26 7.17 -0.40 -0.090
C 4.11 6.45 -0.11 -0.086
C 3.93 5.19 -0.66 -0.079
H 4.77 3.66 -1.92 0.075
H 6.80 4.96 -2.45 0.100
H 7.13 7.20 -1.47 0.100
H 5.41 8.16 0.03 0.102
H 3.36 6.87 0.54 0.082
H 3.04 4.62 -0.44 0.100
C 0.91 7.16 2.55 -0.099
C 0.41 7.07 3.84 -0.095
C -0.10 8.20 4.46 -0.097
C -0.09 9.42 3.80 -0.098
C 0.42 9.51 2.52 -0.098
C 0.92 8.38 1.89 -0.102
H 1.30 6.27 2.06 0.094
H 0.40 6.12 4.36 0.101
H -0.50 8.13 5.47 0.100
H -0.49 10.30 4.29 0.100
H 0.43 10.46 2.00 0.100
H 1.32 8.45 0.88 0.095
```

- HOMO-LUMO gap: 7.7955 eV
- Total energy: -75771.5919 eV
- HOMO: -9.080 eV

Which value of total energy does entry 4 give?
-75771.5919 eV

Which of these has the lowest total energy?
C60H51BrF4N5NiO5P

Which value of total energy does entry 1 give?
-153047.5589 eV